Model i:
C3H5ClN2 | ωB97M-V with the def2-TZVPD basis set

- HOMO energy: -0.3406 Ha
- Gap between HOMO and LUMO: 10.040 eV
- Structure (SMILES): C=N[C@@H]1CN1Cl
- LUMO energy: 0.77 eV

Bonds (Å) are listed after each position.
CARTESIAN COORDINATES (ANGSTROEM)
1 C 0.722 1.654 1.108  N2 1.298, H7 1.079, H8 1.107
2 N 0.611 0.871 0.077  C1 1.298, C3 1.456
3 C -0.500 -0.023 -0.216  N2 1.456, C4 1.451, N5 1.580, H9 1.114
4 C -0.392 -1.469 -0.264  C3 1.451, N5 1.426, H10 1.050, H11 1.134
5 N -0.678 -0.880 -1.531  C3 1.580, C4 1.426, Cl6 1.686
6 Cl 0.609 -0.480 -2.543  N5 1.686
7 H -0.079 1.745 1.826  C1 1.079
8 H 1.614 2.294 1.251  C1 1.107
9 H -1.270 0.356 0.494  C3 1.114
10 H 0.573 -1.883 -0.260  C4 1.050
11 H -1.211 -2.184 0.058  C4 1.134

Atomic partial charges in e from the Löwdin method, atoms 1 to 4: -0.028 -0.028 -0.354 -0.229

Model ii:
C3H5ClN2 | ωB97M-V with the def2-TZVPD basis set

- HOMO energy: -0.3300 Ha
- Gap between HOMO and LUMO: 9.867 eV
- Structure (SMILES): Cl[C@@H]1C=NNC1
- LUMO energy: 0.89 eV

Bonds (Å) are listed after each position.
CARTESIAN COORDINATES (ANGSTROEM)
1 Cl 2.302 0.568 -0.228  C2 1.757
2 C 0.811 -0.016 0.494  Cl1 1.757, C3 1.526, C6 1.532, H7 1.072
3 C 0.319 -1.259 -0.242  C2 1.526, N4 1.272, H8 1.100
4 N -0.618 -1.043 -1.075  C3 1.272, N5 1.397
5 N -0.969 0.303 -0.943  N4 1.397, C6 1.428, H9 0.996
6 C -0.434 0.847 0.263  C2 1.532, N5 1.428, H10 1.144, H11 1.091
7 H 1.071 -0.176 1.522  C2 1.072
8 H 0.827 -2.209 -0.021  C3 1.100
9 H -1.925 0.450 -1.181  N5 0.996
10 H -1.063 0.606 1.187  C6 1.144
11 H -0.319 1.931 0.224  C6 1.091

Atomic partial charges in e from the Löwdin method, atoms 1 to 4: 0.613 -0.693 -0.209 0.050

Energy ordering: model ii at the bottom, the next structure 282.5 kJ/mol above.